ORCA calculation (ωB97M-V/def2-TZVPD) on 2 unconnected molecules or ions with the total composition C4H12O.

Atoms and positions in Å:
C1 -1.732631 0.041879 0.329589
C2 -0.301828 -0.309237 0.699222
C3 0.547136 0.937303 0.947591
C4 1.984853 0.553946 1.240124
H1 -2.484875 -0.394893 0.987688
H2 -2.062497 -0.314739 -0.653094
H3 -1.930425 1.117330 0.288511
H4 0.212667 -0.805286 -0.091752
H5 -0.218858 -0.947219 1.576153
H6 0.116223 1.532828 1.756456
H7 0.476672 1.595575 0.086476
H8 2.053250 -0.055088 2.144868
H9 2.664059 1.387180 1.436823
H10 2.422561 -0.047848 0.436908
O1 -0.384907 -1.186087 -2.750837
H11 -1.283319 -0.873189 -2.554559
H12 0.036403 -0.367126 -3.034777

Cartesian forces, eV/Å:
-1.01 -0.18 -0.38
0.26 0.96 0.30
-0.10 0.10 0.32
0.52 -0.08 0.35
0.15 0.09 0.29
0.40 -0.11 0.00
0.22 -0.01 0.24
0.06 -0.75 -0.75
-0.25 -0.12 0.10
0.08 -0.09 0.22
0.13 0.04 -0.37
-0.18 -0.12 -0.01
-0.21 0.17 -0.24
-0.12 0.12 -0.03
-0.49 0.51 0.01
0.28 -0.39 -0.01
0.26 -0.13 -0.06

Its multiplicity is 1. For the HOMO-LUMO gap, the calculation gives 12.044 eV. Its energy above the lowest of the compared OMol25 structures with the same formula, charge and spin is 3.8 kcal per mole. The calculation puts the strongest force on any atom at 0.0213 hartree/bohr. The structure (SMILES) is CCCC.O. The HOMO energy comes out at -0.4105 Ha.

ORCA calculation (ωB97M-V/def2-TZVPD) on a gas-phase ion, C11H15N4 (charge +1).

Atoms and positions in Å:
N1 3.447986 1.432436 1.599984
C1 2.151610 0.852221 1.779872
N2 1.602538 0.266536 0.558806
C2 0.617441 0.751957 -0.248476
C3 0.352586 0.268708 -1.447368
C4 -0.574477 0.880242 -2.402780
C5 -1.601726 -0.132597 -2.929033
N3 -2.251420 -0.634261 -1.869134
C6 -2.488325 -1.130218 -0.862640
C7 -2.392198 -1.648977 0.465912
C8 -3.346801 -1.280036 1.474630
C9 -3.205201 -1.729032 2.779802
N4 -2.204096 -2.455421 3.135720
C10 -1.332452 -2.831298 2.220703
C11 -1.281537 -2.455986 0.850889
H1 3.436333 2.452303 1.371068
H2 4.097724 0.917633 0.898321
H3 1.531622 1.654442 2.288773
H4 2.234466 -0.005491 2.506131
H5 2.118428 -0.426169 0.104019
H6 -0.056905 1.545036 -0.046855
H7 1.021858 -0.433641 -1.857774
H8 0.007464 1.214970 -3.337617
H9 -1.014545 1.699325 -1.917180
H10 -2.353692 0.483627 -3.546305
H11 -1.095152 -0.995323 -3.531354
H12 -4.242135 -0.970392 1.022105
H13 -3.950025 -1.669488 3.555182
H14 -0.797861 -3.688960 2.568396
H15 -0.790996 -3.009328 0.078971

Cartesian forces, eV/Å:
2.03 0.55 -1.57
0.20 -0.43 1.00
-2.18 1.82 0.81
0.26 -0.22 0.10
0.45 -0.36 -0.88
1.95 -0.73 -1.90
0.49 1.79 -4.26
-1.82 -2.43 2.95
0.94 0.39 -0.04
0.02 0.02 2.56
1.02 -1.12 -1.97
-1.39 0.91 -0.71
1.48 -0.84 0.37
0.61 -0.86 -1.44
-2.65 0.23 0.98
-0.03 -1.48 0.10
-1.69 1.23 1.76
0.16 -1.20 -1.04
-0.05 0.87 -0.54
1.18 -1.16 -0.29
-0.02 0.99 1.54
0.75 -1.16 -0.49
-0.99 -0.17 1.29
-1.09 1.33 0.19
1.09 -1.36 0.44
-1.10 1.60 0.98
-1.29 1.14 0.30
-0.50 0.75 -0.16
1.16 -0.10 -0.11
1.01 0.02 0.03

Its multiplicity is 1. For the HOMO-LUMO gap, the calculation gives 6.445 eV. Its energy above the lowest of the compared OMol25 structures with the same formula, charge and spin is 66.9 kcal per mole. The calculation puts the strongest force on any atom at 0.0903 hartree/bohr. The structure (SMILES) is NCN/C=C/CC[N+]#Cc1ccncc1. The HOMO energy comes out at -0.4084 Ha. Its net charge is +1.

ORCA calculation (ωB97M-V/def2-TZVPD) on a single C11H10F5N molecule.

Atoms and positions in Å:
F1 -0.370777 3.697260 2.761876
C1 -0.389065 2.540400 2.077582
C2 0.718951 1.715849 2.084781
F2 1.750607 2.060135 2.927598
C3 0.784738 0.600463 1.248399
F3 1.934498 -0.134288 1.209548
C4 -0.301335 0.206395 0.450171
N1 -0.291865 -0.960203 -0.308307
C5 -0.473067 -0.946971 -1.757748
C6 -1.439350 -2.050968 -2.207518
C7 -0.905526 -3.417815 -1.756060
C8 0.117077 -3.390752 -0.617189
C9 -0.198496 -2.259648 0.393983
C10 -1.454350 1.021219 0.456729
F4 -2.555382 0.720665 -0.273803
C11 -1.495469 2.144470 1.285831
F5 -2.638973 2.872045 1.377786
H1 -0.807070 0.032631 -2.072979
H2 0.497306 -1.067738 -2.237620
H3 -2.373371 -1.853447 -1.738023
H4 -1.614284 -2.049075 -3.303918
H5 -1.766661 -4.049909 -1.471535
H6 -0.417100 -3.897691 -2.650468
H7 0.107792 -4.330933 -0.051671
H8 1.111091 -3.178408 -1.028097
H9 0.573767 -2.309527 1.157744
H10 -1.114623 -2.531242 0.914570

Cartesian forces, eV/Å:
-0.33 -0.80 -0.26
-0.67 -0.35 -0.76
1.10 0.32 0.78
-0.96 -0.56 -1.22
0.36 -0.36 0.10
-1.02 0.61 0.17
-0.54 0.04 -0.44
0.28 -0.76 0.63
0.07 -0.20 -0.12
0.97 0.20 -0.21
0.01 -1.09 -1.05
-0.30 1.09 0.32
0.20 -0.52 -0.86
0.25 0.63 0.84
0.92 0.01 0.53
-0.28 0.76 0.32
0.83 -0.40 -0.24
-0.30 0.25 0.10
0.23 -0.19 -0.21
-0.92 0.19 0.39
0.24 0.16 0.63
0.40 0.13 -0.17
-0.50 0.20 0.88
0.24 0.14 -0.34
-0.05 -0.32 0.16
0.27 0.57 0.02
-0.50 0.25 0.02

Its multiplicity is 1. For the HOMO-LUMO gap, the calculation gives 8.924 eV. Its energy above the lowest of the compared OMol25 structures with the same formula, charge and spin is 5.8 kcal per mole. The calculation puts the strongest force on any atom at 0.0321 hartree/bohr. The structure (SMILES) is Fc1c(F)c(F)c(N2CCCCC2)c(F)c1F. The HOMO energy comes out at -0.3128 Ha.

ORCA calculation (ωB97M-V/def2-TZVPD) on a molecular structure, C49H40HfN10O4S3.

Atoms and positions in Å:
Hf1 -1.874336 -1.407130 -0.428849
O1 0.524307 -5.116328 -1.093063
C1 -0.343078 -4.213006 -0.755436
O2 -0.517386 -3.156512 -1.350078
C2 -1.168672 -4.560323 0.437437
C3 -1.093456 -5.742751 1.152717
C4 -1.930789 -5.884407 2.251845
C5 -2.777606 -4.839345 2.601647
C6 -2.768969 -3.699812 1.816780
N1 -1.997807 -3.583669 0.749678
C7 -3.549365 -2.437261 2.040356
O3 -4.369769 -2.277372 3.019634
O4 -3.397360 -1.503431 1.251266
H1 1.041972 -4.863234 -1.873371
H2 -0.404460 -6.526632 0.861993
H3 -1.918069 -6.797327 2.834812
H4 -3.416817 -4.939641 3.471069
H5 -4.491086 -3.036377 3.602834
N2 -4.356959 -4.177042 -3.041404
C8 -3.311951 -4.087373 -2.238532
N3 -3.253567 -2.852900 -1.757111
C9 -4.331411 -2.232813 -2.346115
N4 -5.022412 -3.008111 -3.130407
C10 -4.659127 -0.834737 -2.099757
C11 -5.719763 -0.234296 -2.767510
N5 -6.031186 1.037398 -2.565579
C12 -5.295869 1.695879 -1.674846
C13 -4.243812 1.099792 -1.005189
N6 -3.895054 -0.172453 -1.220108
H6 -4.681243 -4.976614 -3.567877
H7 -2.640495 -4.909070 -2.033470
H8 -6.318973 -0.805230 -3.468036
H9 -5.555481 2.730485 -1.485916
H10 -3.694563 1.650661 -0.264873
N7 -0.346401 -1.400029 0.947503
S1 1.062290 -0.946098 1.177403
N8 1.255171 0.637373 1.371333
S2 1.750733 1.664243 0.300882
N9 1.065980 1.630962 -1.103010
S3 -0.520058 1.525102 -1.361788
N10 -1.032306 0.114848 -1.458952
C14 -0.732631 2.337576 -2.898966
C15 -1.809482 3.194331 -3.104132
C16 -2.020144 3.682272 -4.385660
C17 -1.174509 3.306786 -5.421843
C18 -0.103284 2.446472 -5.190144
C19 0.123324 1.944260 -3.922809
C20 -1.264594 2.495089 -0.076296
C21 -1.169368 3.882779 -0.108081
C22 -1.706156 4.606210 0.945610
C23 -2.290126 3.945787 2.019761
C24 -2.340438 2.555478 2.057159
C25 -1.826388 1.826115 1.002591
C26 1.628328 3.192140 1.167288
C27 2.046985 4.318130 0.462568
C28 2.058153 5.531045 1.122520
C29 1.670765 5.602894 2.460030
C30 1.262396 4.464248 3.144196
C31 1.234008 3.235023 2.499699
C32 3.459940 1.609240 -0.102348
C33 3.881502 1.667078 -1.423696
C34 5.245479 1.757647 -1.664240
C35 6.141799 1.790153 -0.604054
C36 5.691447 1.739844 0.715923
C37 4.338396 1.660063 0.979734
C38 1.661197 -1.597759 2.692896
C39 1.483048 -2.964392 2.890224
C40 1.985678 -3.535636 4.044927
C41 2.642065 -2.742626 4.984415
C42 2.802151 -1.379301 4.772529
C43 2.315883 -0.793420 3.611727
C44 2.284446 -1.506438 -0.004535
C45 3.558094 -1.823746 0.471799
C46 4.528898 -2.225835 -0.431172
C47 4.229508 -2.309012 -1.785927
C48 2.957114 -1.990925 -2.247142
C49 1.973247 -1.584978 -1.359351
H11 -2.469870 3.481490 -2.295264
H12 -2.841362 4.364427 -4.572160
H13 -1.353580 3.684579 -6.421539
H14 0.560816 2.176980 -6.000413
H15 0.950469 1.268307 -3.725737
H16 -0.693759 4.391976 -0.939856
H17 -1.664112 5.688609 0.926690
H18 -2.711130 4.518325 2.839010
H19 -2.788254 2.046119 2.901165
H20 -1.866535 0.747757 1.017711
H21 2.368996 4.248057 -0.573276
H22 2.388030 6.421041 0.600499
H23 1.696947 6.557292 2.972392
H24 0.974229 4.527845 4.186821
H25 0.918662 2.334254 3.010433
H26 3.162597 1.658906 -2.232228
H27 5.606941 1.818901 -2.684298
H28 7.204151 1.870796 -0.803568
H29 6.397694 1.787109 1.536677
H30 3.968172 1.655540 2.001834
H31 0.973945 -3.560663 2.142384
H32 1.876491 -4.599626 4.218984
H33 3.034482 -3.192706 5.889244
H34 3.310505 -0.771559 5.510293
H35 2.435696 0.267923 3.428179
H36 3.787323 -1.782102 1.529662
H37 5.516995 -2.487870 -0.071803
H38 4.994016 -2.627327 -2.486682
H39 2.731482 -2.064239 -3.305685
H40 0.992435 -1.332148 -1.712587

Cartesian forces, eV/Å:
-0.16 -1.26 -0.19
0.00 -0.18 0.09
0.00 -0.08 0.08
-0.32 0.48 0.03
0.16 -0.05 -0.16
0.07 -0.20 0.06
0.00 -0.08 0.03
-0.06 -0.13 0.17
-0.18 0.18 0.13
-0.02 0.29 -0.06
0.01 -0.14 -0.07
-0.15 0.19 0.08
0.44 0.29 -0.39
0.13 0.10 -0.17
-0.04 0.04 0.01
0.00 0.04 -0.01
0.02 0.00 -0.02
-0.02 -0.22 0.15
-0.25 -0.04 -0.22
0.07 -0.11 0.02
0.05 0.88 0.10
0.07 0.00 0.09
0.21 -0.38 0.03
0.06 0.00 -0.02
-0.13 0.17 0.00
0.07 -0.03 0.05
-0.25 -0.05 -0.22
0.09 -0.12 0.20
-0.16 -0.24 -0.05
-0.03 -0.08 -0.05
-0.13 0.10 -0.07
0.03 0.05 0.00
0.00 -0.01 0.02
0.06 0.08 0.03
0.24 0.17 -0.34
-0.02 -0.15 0.02
0.17 0.05 -0.07
-0.09 -0.11 -0.01
0.05 0.17 -0.12
0.13 -0.31 0.00
-0.15 0.24 0.49
-0.04 0.14 0.11
-0.01 -0.10 -0.05
-0.02 0.04 -0.04
0.00 -0.02 -0.02
-0.03 0.07 -0.10
0.11 0.03 0.07
0.00 0.02 -0.14
0.02 0.01 -0.05
0.02 0.06 0.03
-0.05 0.05 0.09
-0.05 0.05 0.12
0.11 0.24 -0.14
-0.18 -0.01 0.09
0.01 -0.04 -0.07
0.02 0.13 0.03
-0.02 0.00 0.01
-0.01 0.05 0.02
-0.02 -0.01 -0.16
0.02 -0.15 -0.02
-0.02 -0.10 0.03
0.07 -0.01 -0.05
0.02 0.00 0.05
0.11 0.01 0.00
-0.08 -0.07 0.00
-0.10 0.18 0.14
0.02 0.10 0.05
0.01 -0.05 0.04
0.04 0.02 0.05
0.03 -0.06 0.07
0.01 0.05 0.04
0.01 -0.07 0.10
-0.11 0.00 -0.01
0.05 0.00 -0.05
0.11 -0.02 -0.02
0.02 -0.05 -0.08
0.18 0.06 0.22
0.03 -0.03 -0.08
0.05 -0.07 0.00
0.05 0.01 0.07
-0.04 -0.02 -0.01
-0.10 0.09 -0.05
-0.05 -0.04 0.09
-0.01 -0.06 0.01
0.04 -0.04 -0.07
0.01 0.03 -0.02
0.06 -0.12 0.20
-0.02 0.00 0.11
-0.03 -0.03 0.05
0.01 -0.05 -0.02
0.02 0.01 -0.06
0.02 0.09 -0.01
0.08 0.00 0.04
-0.02 -0.01 0.08
-0.07 0.00 0.02
-0.04 -0.01 -0.08
0.07 0.01 -0.11
0.02 -0.02 0.03
0.01 0.07 -0.01
-0.03 0.02 -0.07
-0.02 -0.03 -0.02
0.00 -0.13 0.04
0.03 0.03 -0.11
-0.06 0.03 -0.03
-0.07 0.02 0.06
0.02 0.04 0.07
-0.17 0.14 -0.11

Its multiplicity is 1. For the HOMO-LUMO gap, the calculation gives 7.320 eV. The calculation puts the strongest force on any atom at 0.0251 hartree/bohr. The HOMO energy comes out at -0.6649 Ha. Its net charge is +4.

ORCA calculation (ωB97M-V/def2-TZVPD) on a single C6H12 molecule.

Atoms and positions in Å:
C1 1.688687 0.070095 -2.056215
C2 1.315725 0.014389 -0.555783
C3 0.085620 -0.062922 -0.051953
C4 -1.219338 -0.084815 -0.811860
C5 -0.043893 -0.179737 1.493327
C6 -1.523593 0.228012 2.031368
H1 0.628276 0.128556 -2.779123
H2 2.182647 1.000084 -2.313577
H3 2.450192 -0.665668 -2.283954
H4 2.048288 -0.134819 0.262028
H5 -1.706277 0.781590 -0.659567
H6 -0.872444 -0.130982 -2.031708
H7 -1.818791 -0.974497 -0.625977
H8 -0.045182 -1.183789 1.797118
H9 0.589773 0.412936 1.957741
H10 -2.376746 -0.501686 1.553645
H11 -1.667411 1.130347 1.768706
H12 -1.231567 0.227793 3.061377

Cartesian forces, eV/Å:
-2.68 0.97 -0.22
-0.20 -0.45 -0.60
-0.40 -0.37 1.16
3.87 -2.84 -4.25
-5.77 -1.29 -3.68
1.97 -7.45 -0.68
3.52 -0.76 1.99
0.03 0.45 0.19
-0.46 -0.64 -0.44
0.31 0.43 -1.09
-2.12 2.84 0.43
-1.54 0.14 3.43
-0.03 0.14 0.14
0.93 -1.53 0.36
3.32 2.48 2.23
2.16 1.77 1.92
-1.58 6.60 -1.95
-1.34 -0.49 1.06

Its multiplicity is 1. For the HOMO-LUMO gap, the calculation gives 9.947 eV. Its energy above the lowest of the compared OMol25 structures with the same formula, charge and spin is 82.7 kcal per mole. The calculation puts the strongest force on any atom at 0.1504 hartree/bohr. The structure (SMILES) is C/C=C(\C)CC. The HOMO energy comes out at -0.3265 Ha.

ORCA calculation (ωB97M-V/def2-TZVPD) on 2 unconnected molecules or ions with the total composition C6H13NOSi.

Atoms and positions in Å:
C1 1.554820 0.467350 1.750946
N1 0.853406 0.668410 0.688725
Si1 -0.434664 -0.383541 0.050347
C2 -0.593423 -2.142961 0.820116
C3 0.077981 -0.798442 -1.729232
C4 -2.188822 0.390790 -0.192095
H1 1.440112 -0.442262 2.400236
H2 2.400954 0.997883 2.081861
H3 0.476592 -2.416157 0.774660
H4 -0.957706 -2.101735 1.784097
H5 -1.008885 -2.841241 0.118326
H6 -0.693715 -1.370252 -2.095496
H7 -0.031360 0.115431 -2.321526
H8 1.016516 -1.355230 -1.920313
H9 -2.229247 1.488085 -0.090143
H10 -2.529801 0.075916 -1.112412
H11 -2.866032 -0.168302 0.530550
C5 -0.553826 3.772980 0.428458
C6 0.138111 3.317811 -0.533463
O1 0.569893 2.736364 -1.413984
H12 -1.562504 3.928575 0.294655
H13 -0.087482 4.293434 1.277433

Cartesian forces, eV/Å:
-2.14 -2.36 -1.46
0.71 -0.12 2.01
-0.29 -0.86 -1.29
2.38 1.72 -2.15
1.51 1.48 0.90
0.98 -0.19 3.32
-0.34 0.47 -0.37
0.94 1.54 -0.10
-0.18 -0.12 0.65
-0.87 -0.58 2.02
-0.90 -0.16 -0.05
-1.95 -1.78 -0.79
0.69 0.04 -0.03
-0.35 0.64 0.19
-0.21 -0.59 0.08
-0.57 -0.43 -2.32
0.67 1.14 -0.48
1.01 2.06 3.31
-0.17 -1.13 -0.90
1.29 -0.43 -1.66
-2.06 0.17 -0.40
-0.14 -0.50 -0.50

Its multiplicity is 1. For the HOMO-LUMO gap, the calculation gives 9.958 eV. Its energy above the lowest of the compared OMol25 structures with the same formula, charge and spin is 83.5 kcal per mole. The calculation puts the strongest force on any atom at 0.0784 hartree/bohr. The structure (SMILES) is C=N[Si](C)(C)C.C=C=O. The HOMO energy comes out at -0.3342 Ha.